No. 1
Here is the molecule C5H7N3 at a distorted geometry from OMol25. Energies are from ωB97M-V/def2-TZVPD.

Each line ends with the Mulliken charge.
Cartesian coordinates (Å):
1 C 1.85831 0.05060 -2.31911  -0.311
2 N 0.78490 0.67054 -2.06222  -0.469
3 C 0.02138 0.50994 -0.96332  0.407
4 C -1.24830 1.02964 -0.74944  -0.335
5 N -1.72399 0.61989 0.43961  -0.629
6 C -0.73170 -0.06105 0.99305  0.497
7 C -0.77321 -0.60816 2.37154  -0.936
8 N 0.22105 -0.40012 0.09661  -0.109
9 H 2.37633 -0.63380 -1.63998  0.157
10 H 2.32663 0.23981 -3.26721  0.259
11 H -1.79629 1.69631 -1.37900  0.441
12 H -1.05465 0.19096 3.08019  0.264
13 H 0.19381 -1.04680 2.64103  0.289
14 H -1.54464 -1.39286 2.44252  0.246
15 H 1.09036 -0.86490 0.31574  0.227

Properties
Relative energy (zero: lowest compared OMol25 entry of this formula, charge and spin): 1.502 eV
Energy: -358.96316 Eh
Frontier orbital gap: 8.67 eV
SMILES: C=Nc1cnc(C)[nH]1
Lowest unoccupied orbital energy: 0.6 eV

=====

No. 2
Here is a structure of composition C31H30CuF10N3O5Te at a distorted geometry from OMol25. Energies are from ωB97M-V/def2-TZVPD.

Each line ends with the Löwdin spin population.
Cartesian coordinates (Å):
1 Cu 13.71820 13.03792 9.81011  0.699
2 C 15.70937 15.62416 8.69105  0.000
3 C 15.71233 14.48223 7.69058  0.002
4 N 14.39379 13.83780 7.63265  0.036
5 C 13.32981 14.73011 7.12173  0.000
6 C 13.58606 15.37998 5.75119  0.000
7 C 14.39345 12.57735 6.88065  0.001
8 C 13.45404 11.53422 7.54342  0.008
9 N 12.67000 12.16828 8.53044  0.082
10 C 11.45646 11.72010 8.91891  0.010
11 C 10.60052 12.60862 9.60510  0.014
12 F 11.02166 13.88131 9.76333  0.005
13 C 9.35560 12.26537 10.05740  0.000
14 F 8.62272 13.22972 10.68573  -0.002
15 C 8.81031 11.01371 9.83351  0.019
16 C 9.62979 10.13862 9.15063  -0.001
17 F 9.20153 8.87986 8.91843  -0.002
18 C 10.89607 10.46935 8.69965  0.015
19 F 11.63454 9.52255 8.09444  0.004
20 H 16.71246 15.99048 8.84670  0.000
21 H 15.32639 15.27833 9.65286  0.000
22 H 15.08170 16.46459 8.37348  0.000
23 H 16.40421 13.71648 8.01393  0.000
24 H 16.04796 14.82072 6.69413  0.002
25 H 13.14562 15.50461 7.87563  0.000
26 H 12.42279 14.14276 7.10317  0.000
27 H 14.43158 16.07347 5.77973  0.000
28 H 12.70478 15.97486 5.47888  0.000
29 H 13.76607 14.65741 4.95798  0.000
30 H 15.41459 12.20595 6.85611  0.000
31 H 14.08362 12.72859 5.83241  0.001
32 H 14.06306 10.71286 7.94933  0.001
33 H 12.84426 11.07356 6.75857  0.003
34 H 7.83613 10.74603 10.17444  0.001
35 C 13.17022 12.33809 13.15310  -0.001
36 C 13.76597 13.68804 12.79220  0.003
37 O 13.66102 13.98326 11.47946  0.038
38 C 15.26868 13.76854 13.15502  0.001
39 F 15.50255 13.98494 14.47185  0.000
40 F 15.88200 14.74555 12.47665  0.000
41 F 15.87431 12.61835 12.82158  0.000
42 C 12.99791 14.69748 13.70638  0.001
43 F 11.66525 14.71464 13.44062  0.000
44 F 13.05139 14.34697 15.00960  0.001
45 F 13.47374 15.95213 13.63346  0.000
46 H 13.58055 11.58219 12.47744  0.000
47 H 12.09803 12.38318 13.00252  0.000
48 H 13.36212 12.04284 14.18936  0.000
49 C 9.85818 16.34748 11.20517  0.000
50 Te 11.95609 16.46749 10.87138  0.000
51 C 11.82335 18.42238 11.66834  0.000
52 C 10.42863 18.56690 12.25279  0.000
53 C 10.06122 19.67545 13.00924  0.000
54 C 8.77969 19.80809 13.52986  0.000
55 C 7.84631 18.81945 13.30993  0.000
56 C 8.21423 17.70307 12.57673  0.000
57 C 9.49603 17.55768 12.03070  0.000
58 H 9.66140 15.42115 11.74200  0.000
59 H 9.30900 16.33658 10.27258  0.000
60 H 12.01889 19.16165 10.88971  0.000
61 H 12.56140 18.54454 12.46444  0.000
62 H 10.79026 20.45501 13.20744  0.000
63 H 8.52199 20.65986 14.13862  0.000
64 H 6.84135 18.90222 13.70421  0.000
65 H 7.47580 16.93001 12.41215  0.000
66 O 14.38537 11.13655 10.50836  0.055
67 C 15.60792 11.42818 10.38853  0.001
68 O 16.03689 12.46140 9.84220  -0.002
69 C 16.59292 10.48461 10.97365  0.002
70 C 16.16704 9.26165 11.49052  0.000
71 C 17.11123 8.41934 12.07273  0.000
72 C 18.43721 8.82719 12.10627  0.000
73 C 18.86106 10.04221 11.60010  0.000
74 C 17.91567 10.88193 11.01319  0.000
75 N 19.42260 7.94491 12.73388  0.000
76 O 20.57858 8.29570 12.74427  0.000
77 O 19.02796 6.91754 13.23443  0.000
78 H 15.11250 9.02138 11.45240  0.000
79 H 16.79472 7.46801 12.47781  0.000
80 H 19.88743 10.35744 11.68459  0.000
81 H 18.17170 11.85175 10.60304  0.000

Properties
Relative energy (zero: lowest compared OMol25 entry of this formula, charge and spin): 0.000 eV
Energy: -4646.93122 Eh
Multiplicity: 2
Charge: -1
Expectation value of S²: 0.7542
Frontier orbital gap (alpha / beta): 6.39 / 6.37 eV
Lowest unoccupied orbital energy (alpha / beta): 1.6 / 1.6 eV

=====

No. 3
Here is the molecule CH4NO3PS2 at a distorted geometry from OMol25. Energies are from ωB97M-V/def2-TZVPD.

Each line ends with the Mulliken charge.
Cartesian coordinates (Å):
1 N -2.27966 0.18728 -0.90337  -0.369
2 C -1.23581 -0.30541 -0.17990  0.576
3 S -1.20336 -1.84678 0.41123  -0.467
4 O -0.21784 0.57576 -0.04658  -0.311
5 P 1.42077 0.12920 0.20847  0.708
6 O 1.73740 1.56476 0.76526  -0.424
7 O 1.44692 -0.90215 1.45703  -0.354
8 S 2.34393 -0.47080 -1.35825  -0.334
9 H -2.42731 1.10349 -1.08886  0.204
10 H -2.90616 -0.30425 -1.51602  0.209
11 H 2.60894 1.76869 0.99331  0.330
12 H 0.71218 -1.49980 1.25767  0.231

Properties
Relative energy (zero: lowest compared OMol25 entry of this formula, charge and spin): 0.000 eV
Energy: -1458.81223 Eh
Frontier orbital gap: 9.58 eV
SMILES: NC(=S)OP(O)(O)=S
Lowest unoccupied orbital energy: 0.3 eV